ORCA calculation (ωB97M-V with the def2-TZVPD basis set) on a molecular structure, C18H16AuBN3O2Se.

Structure (XYZ):
```
42
Properties=species:S:1:pos:R:3:mulliken_spin:R:1
Au 0.74 1.44 -1.61 0.365
C -0.33 4.48 0.12 0.001
O -0.89 3.19 -0.10 -0.003
C -1.39 2.51 0.96 0.011
C -1.96 3.16 2.05 -0.008
C -2.57 2.43 3.06 0.018
C -2.63 1.05 2.96 -0.008
C -2.04 0.41 1.89 0.022
C -1.37 1.11 0.90 -0.022
N -0.71 0.47 -0.20 0.143
N -0.71 -0.79 -0.10 0.043
C -0.34 -1.52 -1.21 -0.049
C -0.23 -1.02 -2.52 0.011
O -0.44 0.20 -2.85 0.054
C 0.11 -1.94 -3.58 0.011
C 0.32 -3.25 -3.34 0.010
C 0.22 -3.79 -2.01 0.000
C 0.46 -5.16 -1.76 0.001
C 0.35 -5.67 -0.50 0.000
C -0.01 -4.82 0.56 0.001
C -0.24 -3.49 0.34 0.000
C -0.13 -2.93 -0.95 0.009
H -1.11 5.22 0.32 0.000
H 0.38 4.45 0.94 0.000
H 0.18 4.74 -0.80 0.000
H -1.93 4.24 2.10 -0.001
H -3.01 2.95 3.90 0.002
H -3.14 0.47 3.73 0.000
H -2.07 -0.67 1.81 0.005
H 0.18 -1.53 -4.57 0.008
H 0.57 -3.92 -4.15 0.001
H 0.74 -5.79 -2.59 0.000
H 0.54 -6.72 -0.32 0.000
H -0.10 -5.22 1.57 0.000
H -0.50 -2.83 1.16 -0.005
B 3.90 2.79 1.76 -0.001
C 2.75 2.52 0.68 -0.016
N 1.93 2.34 -0.11 0.091
H 4.96 2.66 1.19 0.001
H 3.74 3.93 2.17 0.000
H 3.76 1.97 2.65 -0.001
Se 2.00 2.32 -3.54 1.306
```

Calculated values
Charge   -1
HOMO-LUMO gap (spin up / spin down)   6.226 / 6.426 eV
LUMO energy (spin up / spin down)   1.9 / 1.5 eV
Multiplicity   3
Strongest force on any atom   0.84 eV/A